[1]
The following is a DFT calculation (wB97M-V/def2-TZVPD) of 2 unconnected molecules or ions with the total composition C20H25ClN3O at a distorted geometry.

Each line ends with the natural charge from an NBO analysis.
CARTESIAN COORDINATES (ANGSTROEM)
Cl 0.100 -0.894 -2.389  0.1640
O -1.568 0.634 0.140  -0.5370
N -2.513 -1.342 -2.502  -0.3101
N 1.972 0.593 0.920  -0.3837
N 0.883 1.949 -0.421  -0.3806
C 2.137 2.504 -0.219  0.1026
C -0.419 -1.188 1.254  -0.1076
C 3.933 4.063 -0.183  -0.2142
C -2.236 -2.710 -2.984  -0.4329
C -0.421 0.038 0.443  0.0324
C 2.332 -0.437 1.872  -0.4021
C 4.108 1.967 1.073  -0.2641
C 2.649 3.727 -0.635  -0.2369
C -0.302 -3.477 2.808  -0.2066
C -0.155 2.605 -1.185  -0.3850
C -1.546 -0.540 -2.118  0.1783
C -0.929 -1.159 2.566  -0.2101
C 0.768 0.781 0.287  0.3681
C 0.119 -2.363 0.712  -0.1759
C -0.869 -2.313 3.333  -0.2044
C 0.204 -3.500 1.509  -0.2285
C -3.801 -0.747 -2.884  -0.4169
C 4.654 3.194 0.650  -0.2094
C 2.829 1.650 0.615  0.1958
C -2.855 0.201 0.642  -0.2506
H -0.247 -4.374 3.429  0.2289
H -4.163 -0.099 -2.087  0.2322
H -1.807 0.507 -1.970  0.2582
H 2.059 4.373 -1.288  0.2160
H 4.652 1.280 1.717  0.2227
H -1.259 -2.284 4.355  0.2280
H 1.611 -0.474 2.699  0.2190
H -1.755 -3.302 -2.200  0.2455
H -1.603 -2.684 -3.875  0.2354
H 4.376 5.013 -0.490  0.2263
H 0.475 -2.323 -0.318  0.1991
H -3.199 -3.163 -3.233  0.2329
H 0.675 -4.395 1.109  0.2226
H 2.393 -1.421 1.395  0.2100
H -2.963 -0.894 0.619  0.1958
H -4.521 -1.546 -3.063  0.2376
H 0.294 3.523 -1.575  0.2233
H -0.467 1.974 -2.025  0.1723
H -3.687 -0.154 -3.800  0.2303
H 3.316 -0.164 2.260  0.2191
H -1.006 2.859 -0.537  0.2223
H -2.961 0.582 1.669  0.2055
H -1.348 -0.218 2.946  0.2187
H 5.655 3.482 0.970  0.2271
H -3.591 0.665 -0.013  0.1866

As for the total charge: +1. The HOMO energy is -8.7 eV. As for the frontier orbital gap: 4.435 eV. The calculation puts the energy relative to the best compared isomer or geometry (same formula, charge and spin) at 4.119 eV.

=====

[2]
The following is a DFT calculation (wB97M-V/def2-TZVPD) of 9 unconnected molecules or ions with the total composition C76H180F4N5O11P4S4 at a distorted geometry.

Each line ends with the Löwdin charge.
CARTESIAN COORDINATES (ANGSTROEM)
S 2.088 1.103 -2.544  0.3423
S 5.924 -5.079 0.639  0.5991
S 7.999 -6.047 0.299  0.4142
S 0.898 0.044 -4.164  0.5461
P -7.995 1.465 -7.190  1.0456
P -5.256 5.210 9.600  1.0139
P 14.551 2.469 0.305  1.0002
P -6.984 -9.123 4.973  0.9412
F 1.983 2.376 -1.663  -0.2214
F -0.303 0.514 -5.161  -0.2540
F 5.313 -4.489 2.048  -0.2427
F 8.531 -7.511 0.606  -0.2301
O 1.149 10.130 -5.024  -0.1643
O 1.883 0.180 -1.455  -0.2674
O 6.455 -3.806 0.117  -0.3239
O 4.801 -5.648 -0.117  -0.3119
O 2.029 -0.378 -5.025  -0.3046
O 0.320 -1.040 -3.424  -0.2809
O 2.837 -9.261 -7.196  -0.1870
O 7.628 -6.232 -1.136  -0.3346
O 7.566 7.880 -7.680  -0.2074
O 3.429 1.255 -3.039  -0.2943
O 9.205 -5.318 0.659  -0.3114
N 4.524 -12.053 -9.285  0.2160
N 8.287 5.937 -9.457  0.2670
N 0.935 1.559 -3.438  -0.2657
N 6.941 -6.217 1.345  -0.2586
N -0.301 7.474 -5.087  0.2381
C -6.999 -7.772 6.250  -0.2189
C -5.851 -11.818 5.035  -0.2348
C -8.376 -2.558 -5.911  -0.2549
C -8.364 2.214 -5.598  -0.2596
C -3.593 8.136 11.956  -0.2483
C -5.629 -8.766 3.909  -0.2645
C -7.461 2.329 11.825  -0.2382
C -6.170 -13.240 5.467  -0.2522
C -9.826 -10.200 2.246  -0.3000
C -6.710 -10.720 5.750  -0.2298
C 0.618 7.228 -7.381  -0.0442
C 0.685 9.574 -6.190  -0.1886
C 16.804 4.164 -0.158  -0.2306
C -9.496 1.539 -8.239  -0.2542
C -4.597 -6.601 9.145  -0.0751
C 7.502 4.114 -7.871  -0.0215
C 17.263 6.597 -1.009  -0.0975
C -12.231 4.179 -8.798  -0.1100
C -8.653 -3.315 -4.634  -0.1143
C 10.702 3.767 0.696  -0.2519
C 12.151 3.709 0.143  -0.2539
C 0.774 8.010 -6.093  -0.2614
C 12.912 2.714 0.948  -0.3011
C -4.959 6.190 11.037  -0.2991
C -6.381 3.391 11.420  -0.2302
C -8.412 -9.142 4.070  -0.2876
C -4.509 1.287 -11.210  -0.0801
C -2.678 2.224 8.082  -0.2438
C -4.961 1.901 -9.867  -0.2521
C 3.799 -9.936 -8.120  -0.1473
C -6.466 1.817 -9.475  -0.2810
C -5.771 6.277 8.187  -0.2224
C 0.183 10.435 -3.967  -0.0411
C -3.896 7.264 10.751  -0.2316
C 13.627 0.056 -0.973  -0.1843
C 15.580 1.664 1.595  -0.2327
C -7.213 2.392 -4.602  -0.2618
C -8.598 8.964 7.965  -0.0713
C 15.239 4.101 -0.173  -0.2458
C 15.473 0.249 3.702  -0.1760
C -4.137 -7.140 2.490  -0.2490
C 14.368 1.432 -1.122  -0.2712
C -8.347 -1.022 -5.854  -0.2458
C 7.609 8.869 -6.642  -0.0666
C -6.960 7.201 8.616  -0.2947
C -3.888 3.146 8.123  -0.2548
C -10.004 -11.253 1.223  -0.1173
C -6.627 2.383 -8.091  -0.2523
C -3.753 4.218 9.204  -0.2656
C 17.436 5.072 -1.201  -0.2568
C -11.506 2.868 -9.127  -0.2214
C -3.763 -8.085 1.297  -0.0833
C 14.705 -0.988 -3.093  -0.1109
C 3.346 -12.294 -7.108  -0.0115
C -5.883 1.656 -2.588  -0.0899
C 13.445 -0.627 -2.380  -0.2536
C -2.116 2.088 6.656  -0.1014
C 7.664 6.543 -7.118  -0.1836
C 7.449 5.576 -8.212  -0.3282
C -10.145 2.943 -8.343  -0.2517
C -5.683 -14.404 4.529  -0.0772
C 3.237 -7.931 -7.133  -0.1085
C -7.553 -0.304 -6.974  -0.2439
C -5.457 -7.387 3.204  -0.2338
C -6.543 4.038 10.043  -0.2723
C -7.106 1.531 13.099  -0.1046
C -5.639 -7.645 7.066  -0.2559
C -5.512 -6.420 7.883  -0.2653
C -4.780 8.479 12.879  -0.1027
C -7.568 7.890 7.462  -0.2676
C 3.451 -11.445 -8.459  -0.2610
C -6.841 1.232 -3.726  -0.2674
C 10.553 4.350 2.089  -0.1029
C -8.584 -10.373 3.084  -0.2047
C 14.739 1.443 4.618  -0.0748
C 14.931 0.401 2.254  -0.2371
H 17.275 7.058 -1.997  0.0745
H -3.150 9.107 11.734  0.1150
H 7.535 9.854 -7.104  0.1002
H 10.787 3.621 2.865  0.0683
H -7.828 -10.230 2.312  0.1049
H -5.670 -13.431 6.417  0.1086
H -1.556 2.970 6.347  0.0771
H -3.255 -7.131 3.131  0.1081
H -6.885 7.923 9.429  0.1147
H -8.006 7.100 6.852  0.1134
H -5.725 2.336 -7.482  0.0910
H -6.824 0.792 -9.568  0.0993
H -9.167 1.441 -9.273  0.0949
H -6.497 3.281 9.260  0.0878
H 4.719 -9.996 -7.539  0.1251
H -4.775 -11.662 5.110  0.1199
H -10.187 0.802 -7.829  0.1035
H -5.263 7.648 13.393  0.0708
H -5.473 9.032 12.245  0.0773
H -8.821 3.170 -5.853  0.0918
H -4.014 3.709 7.198  0.1080
H -5.889 6.600 11.430  0.1055
H -6.321 2.814 -5.065  0.1060
H 0.082 7.684 -4.177  0.1435
H 16.291 6.873 -0.600  0.0599
H 1.338 9.786 -7.037  0.1429
H 17.025 4.895 -2.195  0.1026
H 4.053 -7.924 -6.411  0.1120
H -3.280 3.771 10.079  0.1039
H -0.412 7.257 -7.735  0.0924
H 15.183 2.433 4.516  0.0531
H -4.216 -6.116 2.125  0.1060
H -9.183 -11.253 0.505  0.0829
H -5.020 0.366 -11.489  0.0764
H -5.431 -9.602 3.237  0.1011
H -5.633 -8.514 7.723  0.1058
H -10.315 3.285 -7.323  0.0879
H 11.264 5.142 2.321  0.0811
H 7.377 3.445 -8.722  0.0957
H -8.030 1.037 13.399  0.0738
H 12.647 4.665 0.314  0.0991
H -4.375 7.844 9.962  0.1005
H -6.344 -15.236 4.771  0.0707
H 14.254 -0.539 -0.309  0.0914
H 18.500 4.899 -1.363  0.1119
H -8.357 -11.396 3.382  0.1173
H 2.539 -11.370 -9.053  0.1557
H -2.947 6.801 10.484  0.1108
H -7.203 -13.251 5.814  0.1017
H 16.968 4.404 0.893  0.1145
H -4.447 -5.635 9.626  0.0686
H 3.220 -7.511 -8.139  0.0976
H -7.642 1.546 11.088  0.1023
H -5.299 -5.557 7.253  0.1115
H 8.092 6.903 -9.678  0.1553
H 8.544 8.818 -6.082  0.0977
H -6.159 5.609 7.418  0.1015
H 14.542 -1.589 -3.987  0.0810
H 13.009 3.135 1.949  0.1113
H -4.409 9.128 13.673  0.0816
H 5.458 -11.940 -8.917  0.1736
H -7.862 -3.317 -3.883  0.0744
H -5.480 -6.596 3.953  0.1009
H -6.263 -7.135 2.516  0.1111
H -5.452 0.750 -2.163  0.0775
H -5.875 -14.233 3.469  0.0652
H -1.155 7.988 -5.249  0.1582
H -9.463 3.686 -8.755  0.1111
H 4.609 -11.593 -10.180  0.1709
H 15.719 2.459 2.328  0.0813
H 4.530 -13.046 -9.469  0.1777
H -7.670 6.472 9.005  0.0949
H -2.968 4.917 8.915  0.0990
H -9.337 -0.577 -5.955  0.0964
H -6.749 8.323 6.887  0.1108
H -2.930 1.775 6.002  0.0773
H 14.804 4.429 -1.117  0.0990
H -6.066 -11.878 3.968  0.0908
H -9.348 8.390 8.510  0.0801
H -9.027 9.571 7.168  0.0722
H 15.164 -0.697 4.146  0.0991
H 6.829 3.667 -7.140  0.1100
H -7.224 -6.820 5.769  0.0916
H -5.062 2.252 -2.986  0.0717
H -4.792 2.971 -9.752  0.1079
H 9.498 4.471 2.337  0.0821
H 14.788 4.864 0.462  0.0918
H -12.083 2.026 -8.743  0.1057
H 2.557 -11.851 -6.500  0.0890
H 0.761 11.114 -3.340  0.1069
H -4.690 -14.842 4.629  0.0758
H -9.229 -2.809 -6.542  0.1118
H 15.279 -0.114 -3.402  0.0689
H 13.659 1.354 4.500  0.0579
H 10.119 4.284 -0.066  0.1014
H -1.335 1.328 6.643  0.0747
H 8.650 6.355 -6.692  0.1423
H -9.276 -9.122 4.734  0.1143
H 12.887 -1.528 -2.124  0.1127
H -5.347 3.049 11.454  0.1075
H -13.002 4.322 -9.555  0.0768
H 17.950 7.000 -0.265  0.0780
H 3.048 -13.323 -7.304  0.0804
H 16.550 0.275 3.871  0.1002
H -8.486 -8.148 3.628  0.1105
H -10.923 -11.099 0.658  0.0826
H -12.746 4.319 -7.847  0.0791
H -6.526 -6.128 8.154  0.1044
H -8.424 2.803 12.015  0.1107
H 15.329 1.236 -1.598  0.0985
H -3.157 -8.923 1.644  0.0702
H 14.932 -0.515 1.663  0.0953
H 4.222 -12.337 -6.461  0.0928
H -6.477 -10.384 6.761  0.0874
H -4.850 2.656 8.277  0.0929
H -0.178 9.627 -3.330  0.0719
H -8.073 -0.768 -4.830  0.0830
H 12.142 3.627 -0.944  0.1119
H -9.583 -2.966 -4.186  0.0788
H -3.596 -6.932 8.869  0.0732
H 4.017 -9.418 -9.055  0.1206
H -7.690 -0.970 -7.826  0.1079
H 2.307 -7.590 -6.680  0.1039
H 12.407 1.760 1.098  0.1027
H 16.595 1.532 1.220  0.0987
H -4.478 1.410 -9.022  0.0982
H -4.931 -7.297 9.914  0.0768
H 0.950 6.191 -7.324  0.0968
H 9.260 5.776 -9.243  0.1779
H -7.490 -2.986 -6.380  0.1146
H -4.802 -8.690 4.614  0.0910
H 12.666 -0.123 -2.952  0.1079
H -6.345 0.755 13.007  0.0778
H -7.664 -11.206 5.955  0.1003
H -7.870 -7.794 6.905  0.1023
H -7.492 4.571 9.979  0.0983
H -8.119 9.763 8.531  0.0757
H 1.134 7.740 -8.193  0.0946
H -0.515 6.487 -5.098  0.1685
H -11.564 5.041 -8.808  0.0709
H -6.431 4.141 12.209  0.1052
H -7.731 0.828 -3.242  0.1132
H 13.842 0.410 2.313  0.0925
H -1.903 2.672 8.705  0.1068
H 15.280 -1.687 -2.487  0.0874
H 6.436 5.874 -8.484  0.1557
H -2.968 1.227 8.412  0.1140
H -6.245 2.252 -1.750  0.0766
H -8.782 -4.389 -4.766  0.0781
H -6.351 0.491 -4.358  0.1010
H -0.348 9.889 -6.338  0.1356
H -6.503 -0.215 -6.696  0.0930
H -11.365 2.591 -10.172  0.1142
H -3.337 -7.605 0.416  0.0758
H -4.804 -7.769 6.377  0.0997
H 12.715 0.215 -0.398  0.1001
H -6.973 2.263 13.895  0.0749
H 8.473 3.925 -7.414  0.0949
H 10.185 2.808 0.665  0.1145
H -2.879 7.581 12.564  0.1104
H -3.428 1.191 -11.317  0.0751
H 7.896 5.506 -10.283  0.1739
H -10.719 -10.099 2.862  0.1187
H -6.884 3.439 -8.173  0.1040
H -7.504 3.239 -3.981  0.1204
H -10.172 -12.283 1.537  0.0847
H 17.338 3.230 -0.332  0.1017
H 6.746 8.710 -5.996  0.0898
H -6.995 2.321 -10.284  0.1211
H -4.637 5.462 11.782  0.1058
H 6.885 6.502 -6.357  0.1468
H 14.746 1.247 5.691  0.0585
H -9.091 1.642 -5.021  0.1093
H -9.732 -9.256 1.708  0.1170
H 1.698 7.666 -5.628  0.1527
H 13.849 2.142 -1.765  0.0900
H -4.836 2.022 -11.945  0.0720
H -4.683 -8.612 1.045  0.0569
H -0.695 10.923 -4.389  0.0974
H -4.978 6.919 7.804  0.1021

As for the total charge: +5. The HOMO energy is -11.9 eV. As for the frontier orbital gap: 4.957 eV.

=====

[3]
The following is a DFT calculation (wB97M-V/def2-TZVPD) of 6 unconnected molecules or ions with the total composition C5H20O7S at a distorted geometry.

Each line ends with the natural charge from an NBO analysis.
CARTESIAN COORDINATES (ANGSTROEM)
S 2.552 -1.010 1.570  0.1441
O 3.089 -0.208 -2.866  -0.5622
O 0.879 0.229 -2.761  -0.7163
O 1.749 2.722 -0.068  -0.9750
O -4.103 -1.163 1.375  -0.9585
O -2.328 -0.081 -1.695  -0.9611
O -3.481 1.915 1.341  -0.9729
O -1.076 3.106 0.298  -0.9968
C 0.981 -1.141 0.527  -0.5064
C 2.001 -0.549 -2.579  0.7932
C 1.484 -1.331 3.004  -0.7378
C 0.945 -1.981 -0.682  -0.4261
C 1.725 -1.918 -2.029  -0.5262
H 0.732 -0.044 0.396  0.2107
H -1.018 3.880 0.845  0.4684
H 1.101 -2.990 -0.338  0.2131
H 1.524 -0.599 3.809  0.2181
H 0.450 -1.360 2.789  0.2160
H -2.950 1.982 2.115  0.4628
H 1.568 -2.247 3.510  0.2187
H -0.213 -1.958 -1.019  0.2226
H 1.059 1.011 -3.309  0.4996
H 0.004 -1.395 1.146  0.2451
H -4.191 -0.148 1.315  0.4884
H 2.686 -2.464 -1.744  0.2359
H -2.820 2.493 0.784  0.4998
H -3.092 0.620 -1.630  0.4819
H -1.501 0.424 -1.720  0.4801
H -0.053 2.840 0.280  0.5209
H 2.170 3.295 -0.796  0.4972
H 1.221 -2.695 -2.692  0.2574
H 2.354 2.007 0.141  0.4995
H -3.448 -1.243 0.682  0.4659

As for the total charge: 0. The HOMO energy is -9.0 eV. As for the SMILES: CSCCCC(=O)O.O.O.O.O.O. As for the frontier orbital gap: 8.954 eV. The calculation puts the energy relative to the best compared isomer or geometry (same formula, charge and spin) at 1.403 eV.

=====

[4]
The following is a DFT calculation (wB97M-V/def2-TZVPD) of 2 unconnected molecules or ions with the total composition BrH3P2 at a distorted geometry.

Each line ends with the natural charge from an NBO analysis.
CARTESIAN COORDINATES (ANGSTROEM)
Br 0.216 0.549 -3.003  -0.2729
P 0.072 0.612 1.043  0.0127
P -1.210 -0.635 -0.032  0.1741
H 1.188 -0.248 1.411  0.0393
H 0.585 1.639 0.235  0.0692
H -0.852 -1.916 0.346  -0.0224

As for the total charge: 0. The HOMO energy (alpha / beta) is -10.0 / -8.4 eV. As for the frontier orbital gap (alpha / beta): 7.937 / 5.275 eV. The calculation puts the energy relative to the best compared isomer or geometry (same formula, charge and spin) at 2.643 eV.

=====

Quick rundown of E_tot, same order as above: -40176.946 -203019.873 -30675.581 -88665.710 eV